This record from the Open Molecules 2025 dataset describes C36H58BrEuN6O4Si as an isolated structure. The level of theory is wB97M-V/def2-TZVPD.

```
107
Properties=species:S:1:pos:R:3:forces:R:3
Eu 1.485892 1.414325 0.732410 -1.5 0.2 -0.8
Br 2.116352 2.342626 4.011434 0.0 -1.9 -1.1
Si -2.168916 1.135557 1.027182 -1.7 1.4 -0.1
O -2.184827 0.028717 2.197986 1.1 1.0 -0.2
O -2.765726 0.421662 -0.335270 -0.6 0.8 0.0
O -0.649280 1.591503 0.694132 3.0 -0.2 0.0
O -3.010091 2.507680 1.494137 0.7 -0.7 -0.2
N 2.048346 2.687111 -1.564588 -0.4 -1.1 0.3
N 1.987314 -0.217246 2.487801 0.2 2.0 1.0
N 1.810851 -4.544021 -4.050680 0.0 -0.3 0.8
N -0.428304 -4.362529 -3.782442 1.0 -0.2 -0.4
N 1.627864 -0.664042 -0.774968 -0.5 0.1 1.3
N 4.180806 2.721403 0.687818 -0.5 -1.6 -1.0
C -2.826010 4.861394 1.429634 -1.5 -0.4 -0.6
C 0.839704 -3.916592 -3.407937 -0.9 -0.6 -2.0
C 2.334445 -2.341868 -2.326874 0.7 1.2 1.7
C -2.710072 -1.243742 4.051993 -0.6 0.6 -0.1
C 2.624337 -1.376230 -1.329276 -1.3 -0.9 -1.7
C -3.536116 -0.282608 -2.437561 -0.1 1.3 -0.8
C 0.831316 -7.732951 -5.763149 0.5 1.3 0.9
C -1.123550 -6.361624 -5.097526 0.4 -0.7 -0.6
C 3.587345 -1.639936 4.260404 0.0 0.7 -0.6
C 5.156346 1.644052 0.414256 0.0 0.5 -0.4
C -0.206765 -5.418699 -4.663910 0.8 0.2 1.0
C 3.237480 -0.287303 4.504499 0.6 -0.8 0.2
C -4.509468 -0.392720 2.580058 -1.4 -0.3 0.1
C -5.093423 0.990342 -0.910316 -0.2 -0.3 -0.3
C -3.668320 0.867648 -1.438072 0.5 -0.5 0.7
C 1.152431 3.855441 -1.299634 0.6 -0.9 -0.7
C -0.008818 -2.142636 -1.825942 1.3 1.2 1.0
C 0.345954 -1.060333 -0.982062 -0.1 -0.7 -1.1
C 1.753859 -6.750415 -5.357941 -0.6 0.3 -0.4
C -3.708643 3.669685 3.517820 0.9 0.1 -0.2
C 3.453441 3.068529 -1.733694 0.7 0.5 -0.1
C 1.028258 -2.812539 -2.517443 0.0 1.1 0.5
C 4.056409 3.631860 -0.447544 0.9 0.2 -0.8
C -2.665942 3.657756 2.346519 -0.9 -0.6 0.2
C 1.637764 1.912029 -2.756621 0.5 0.7 -1.1
C -3.139020 -0.940065 2.609707 2.4 -1.2 0.3
C -2.823498 -2.137148 1.697844 -0.6 -0.1 -0.2
C -3.160523 2.190856 -1.998689 0.5 0.2 -1.3
C 4.540064 3.461012 1.867371 0.0 -0.3 1.2
C 3.111561 -2.237016 3.076768 0.2 -0.8 1.6
C -1.265977 3.549376 2.941758 -0.2 0.7 0.6
C 1.237827 -5.572043 -4.775319 -2.5 0.4 0.5
C -0.566910 -7.524682 -5.598177 0.8 0.3 -0.1
C 3.395884 -3.687342 2.819130 1.2 0.4 0.1
C 2.530157 0.426689 3.548763 -0.4 -0.8 0.6
C 2.204322 -1.525637 2.332495 -0.2 0.3 -1.1
H -4.542277 0.526560 3.168451 -0.1 -0.2 0.2
H -0.440985 -0.476904 -0.486253 0.3 -0.3 -0.3
H -2.157878 4.757717 0.586750 0.3 0.0 -0.3
H 0.117026 3.555858 -1.224413 -0.3 -0.4 -0.2
H 5.054146 4.054464 -0.716168 -0.5 -0.1 0.2
H -2.202111 -6.257992 -5.075740 0.1 0.1 0.3
H -2.808017 -1.758089 0.667363 -0.2 -0.4 0.1
H 2.833617 -6.815108 -5.482186 -0.3 -0.4 0.0
H -3.324332 3.086295 4.360637 -0.2 -0.2 -0.2
H 1.421940 4.257333 -0.347558 0.2 0.6 0.7
H 3.160045 -2.704502 -2.909589 0.1 -0.6 0.0
H 0.643619 1.528211 -2.641207 -0.7 0.0 0.1
H -3.832953 4.675148 3.918989 0.0 0.1 -0.2
H -5.194258 -1.169346 2.992344 0.2 0.8 -0.2
H -3.547501 -2.948643 1.809643 0.0 0.1 -0.1
H 5.149056 0.979828 1.256718 0.1 -0.5 0.5
H -2.048499 2.139248 -2.186665 -1.0 0.1 0.3
H 4.068762 2.211062 -2.094117 -0.7 0.4 0.2
H -1.149627 2.620103 3.504030 0.1 -0.1 -0.2
H -2.827170 -0.294524 4.600254 0.0 -0.5 0.1
H -1.062884 -2.348011 -1.884519 -0.1 -0.3 -0.2
H -1.833221 -2.558837 1.913773 -0.2 0.3 0.1
H 6.195025 2.023238 0.279026 -0.6 -0.1 0.0
H 3.550445 3.849905 -2.533667 -0.1 -0.5 0.6
H -1.669045 -1.555853 4.140463 -0.1 -0.1 -0.3
H -2.696426 5.850377 1.847882 0.2 0.0 0.5
H -5.812825 1.240242 -1.712424 0.5 -0.1 0.2
H 2.547602 -4.146802 2.370210 -0.6 -0.6 -0.2
H -4.857718 -0.123423 1.584758 0.1 -0.2 -0.1
H -1.219969 -8.328273 -5.833323 -0.5 -0.5 -0.4
H 3.690364 -4.165899 3.756177 -0.4 -0.1 -0.1
H 4.649963 2.757490 2.727361 0.3 0.6 -0.7
H 2.276057 1.026946 -2.942333 0.0 0.6 0.3
H -4.265045 -0.129473 -3.262299 0.5 -0.2 0.4
H -2.510023 -0.240356 -2.852311 -0.5 -0.4 0.1
H -3.630459 2.411464 -2.985685 0.3 -0.4 0.5
H -3.408409 3.075702 -1.411141 0.2 -0.3 0.5
H -4.677507 3.284723 3.206466 0.1 0.0 -0.1
H -5.114528 1.790395 -0.189212 -0.2 0.3 0.4
H 1.252312 4.617791 -2.068618 0.0 0.2 -0.1
H -3.768998 -1.212303 -1.944082 0.1 -0.4 0.1
H 5.419756 4.110424 1.743996 0.0 -0.3 0.0
H -3.362610 -2.013410 4.453257 0.0 0.0 0.3
H 3.678176 4.061010 2.106184 -0.1 0.6 0.3
H -0.474184 3.674237 2.199759 -0.1 -0.1 0.0
H 4.267023 -3.829147 2.157386 -0.4 0.2 0.0
H 3.639211 -1.197153 -1.000440 0.1 0.3 -0.3
H 1.688575 2.572635 -3.674218 -0.2 -0.7 0.8
H 3.443377 4.435548 -0.096120 -0.2 0.8 0.1
H 3.508562 0.147881 5.450560 0.2 0.3 0.0
H 1.211574 -8.677892 -6.130598 -0.2 0.1 -0.1
H 4.840860 1.087678 -0.477572 0.2 0.1 0.2
H 1.613910 -1.948321 1.511978 0.5 -0.2 0.3
H -1.338348 -3.973449 -3.538762 0.6 -0.3 -0.1
H -3.876637 4.822757 1.022484 1.0 0.1 0.3
H 4.238363 -2.245176 4.950644 -0.9 0.9 -0.6
H -1.162312 4.362891 3.687756 0.0 -0.3 -0.4
H -5.438743 0.058436 -0.430369 0.2 0.3 -0.3
```
Forces are in eV/Å.

Multiplicity   7
Gap between HOMO and LUMO (alpha / beta)   4.73 / 6.57 eV
Total charge   +2
Energy above the lowest of the compared OMol25 structures with the same formula, charge and spin   0.00 kJ/mol
LUMO level (alpha / beta)   -7.537 / -5.705 eV
Maximum force   0.0584 hartree/bohr